No. 1
DFT (ωB97M-V/def2-TZVPD) results for a 8-piece molecular cluster, C29H33F7N2O21 overall.

Last column: Mulliken charge in e.
Atoms and positions in Å:
F  -0.467  -1.008  -5.784  -0.285
F  6.450  4.118  -2.225  -0.294
F  -2.608  2.553  -1.271  -0.313
F  6.420  -5.582  5.367  -0.289
F  0.788  5.788  1.979  -0.291
F  -6.306  -2.444  -6.292  -0.274
F  -6.166  1.648  -0.232  -0.295
O  -7.375  -1.661  -2.914  -0.528
O  4.183  -5.552  5.574  -0.258
O  2.034  0.039  -3.696  -0.291
O  1.448  8.604  0.144  -0.324
O  0.177  7.948  1.890  -0.343
O  2.014  -5.557  4.928  -0.545
O  3.456  3.167  -3.588  -0.176
O  4.001  3.144  -5.786  -0.540
O  0.282  10.140  1.331  -0.508
O  3.628  -6.273  3.510  -0.310
O  1.202  4.748  -1.825  -0.631
O  -4.866  -4.948  -4.454  -0.332
O  -3.818  -6.102  -6.097  -0.522
O  -6.819  -0.256  -1.225  -0.319
O  5.502  3.855  -4.245  -0.322
O  -5.146  -4.340  -6.609  -0.303
O  -0.215  -0.119  -3.736  -0.235
O  0.839  0.499  -1.828  -0.591
O  -6.171  0.212  -3.337  -0.298
O  0.560  3.302  -0.204  -0.279
O  -0.796  3.692  -1.963  -0.383
N  1.348  0.966  5.735  -0.492
N  -0.616  -0.129  2.181  -0.498
C  -1.368  -3.044  4.756  -0.320
C  -4.541  -5.211  -5.752  0.580
C  -5.808  0.727  -1.157  0.417
C  0.393  3.985  -1.370  0.807
C  5.303  4.307  -2.921  0.333
C  -6.164  -3.717  -5.854  0.332
C  0.882  0.167  -2.982  0.656
C  -5.807  1.319  -2.525  -0.314
C  -6.840  -0.659  -2.527  0.598
C  4.294  3.366  -4.644  0.601
C  -2.153  -2.760  6.169  -0.957
C  3.169  -5.772  4.692  0.662
C  0.483  6.798  1.129  0.484
C  0.236  -0.094  -5.077  0.311
C  0.160  -2.586  4.978  -0.693
C  0.007  -0.864  2.901  -0.230
C  5.291  -6.262  5.058  0.308
C  -1.252  2.517  -1.323  0.721
C  1.683  7.217  0.342  -0.147
C  -0.661  2.619  0.043  -0.167
C  2.218  -1.184  4.189  0.122
C  0.895  -1.976  3.682  0.618
C  4.215  3.417  -2.415  -0.241
C  -5.625  -3.747  -4.460  -0.201
C  0.608  9.003  1.141  0.545
C  3.237  -2.060  5.069  -1.036
C  1.850  0.220  4.916  -0.008
C  5.046  -6.251  3.583  -0.457
C  1.671  -0.494  -4.961  -0.468
H  -1.354  -4.196  4.623  0.248
H  3.927  -2.741  4.461  0.165
H  2.618  7.082  0.894  0.241
H  2.287  -0.071  -5.757  0.296
H  -4.861  0.260  -0.870  0.281
H  4.593  2.470  -2.020  0.233
H  5.047  5.371  -2.930  0.294
H  1.808  -1.579  -4.951  0.269
H  1.190  -2.825  2.953  0.428
H  -1.277  3.211  0.727  0.385
H  5.478  -7.119  3.083  0.292
H  3.932  -1.305  5.611  0.401
H  -6.414  -3.778  -3.709  0.266
H  -0.381  6.520  0.518  0.288
H  0.753  -3.557  5.261  -0.051
H  -0.926  1.643  -1.889  -0.124
H  -2.407  -3.745  6.698  0.264
H  -4.828  1.708  -2.809  0.164
H  3.606  3.899  -1.649  0.114
H  5.420  -5.344  3.099  0.280
H  2.793  -0.880  3.227  0.464
H  -0.480  1.641  0.493  0.048
H  0.080  0.903  -5.499  0.299
H  -1.893  -2.574  3.856  0.344
H  -6.549  2.114  -2.642  0.302
H  5.326  -7.261  5.501  0.309
H  0.324  -1.858  5.846  0.372
H  -1.531  -2.138  6.904  0.317
H  -7.104  -4.261  -5.984  0.266
H  2.753  -2.687  5.895  0.244
H  -4.966  -2.901  -4.244  0.182
H  1.759  6.692  -0.611  0.083
H  -3.098  -2.140  5.930  0.249

Properties
HOMO level in Ha: -0.41250
DFT total energy in eV: -95605.841
Maximum force in eV/A: 6.76
Structure (SMILES): CCC[C@@H](C#N)[C@H](C)C#N.O=C1OC[C@@H](F)O1.O=C1OC[C@@H](F)O1.O=C1OC[C@@H](F)O1.O=C1OC[C@@H](F)O1.O=C1OC[C@@H](F)O1.O=C1OC[C@@H](F)O1.O=C1OC[C@@H](F)O1
Orbital gap in hartree: 0.412
Net charge: 0

---

No. 2
DFT (ωB97M-V/def2-TZVPD) results for C29H33N7O2ReSi2 as an isolated structure.

Last column: Mulliken spin population.
Atoms and positions in Å:
Re  0.160  0.993  1.050  0.914
Si  -0.270  -2.352  -2.112  0.002
Si  2.563  -0.578  -2.198  0.001
O  1.716  1.732  0.104  0.023
O  1.921  1.571  1.524  0.065
N  0.377  -0.234  2.768  -0.014
N  1.422  -2.825  1.284  0.010
N  0.745  -0.857  0.023  -0.095
N  -0.894  0.977  -0.848  0.016
N  -1.688  0.884  2.009  -0.016
N  3.567  -3.578  2.297  0.000
N  -0.496  2.984  1.384  0.009
C  -4.199  0.620  3.064  -0.006
C  3.700  -1.077  -0.807  0.001
C  -3.803  1.830  2.507  0.009
C  0.538  -2.238  4.682  -0.003
C  -1.916  1.786  -1.201  -0.003
C  1.562  -0.568  3.312  -0.007
C  -1.975  -0.188  2.777  -0.042
C  -3.253  -0.378  3.269  -0.005
C  -0.168  0.382  -1.825  0.026
C  -1.810  3.184  1.648  0.000
C  -0.219  5.330  1.109  0.000
C  2.916  1.157  -2.773  0.000
C  2.600  -3.208  1.798  0.003
C  -0.745  -0.861  3.211  0.040
C  0.721  -0.757  -1.488  0.022
C  -1.368  1.623  -3.496  0.004
C  1.674  -1.546  4.277  0.003
C  0.284  4.045  1.117  -0.003
C  1.168  -1.850  0.611  0.058
C  -1.568  5.539  1.366  -0.001
C  -0.356  0.754  -3.156  0.003
C  -2.513  1.949  2.020  -0.006
C  -2.205  2.113  -2.499  -0.001
C  -1.931  -2.205  -1.265  0.003
C  2.796  -1.722  -3.652  -0.001
C  -0.505  -2.432  -3.957  0.000
C  -0.685  -1.886  4.142  -0.003
C  -2.374  4.448  1.638  -0.008
C  0.624  -3.896  -1.547  0.000
H  2.902  1.882  -1.962  -0.001
H  -5.208  0.495  3.433  0.000
H  3.558  -2.108  -0.471  0.000
H  -1.519  1.905  -4.530  0.000
H  0.371  -4.676  -2.270  0.000
H  2.253  1.504  -3.566  0.000
H  -1.344  -3.118  -4.111  0.000
H  -3.425  4.576  1.856  0.000
H  3.850  -1.648  -3.935  0.000
H  -2.448  -3.166  -1.331  0.000
H  2.592  -2.774  -3.449  0.000
H  -4.476  2.676  2.494  0.000
H  1.712  -3.817  -1.541  0.000
H  -2.514  2.180  -0.395  -0.001
H  -1.852  -1.949  -0.205  0.002
H  3.633  -0.399  0.047  0.000
H  -3.494  -1.255  3.852  -0.001
H  4.726  -1.032  -1.181  0.000
H  0.448  6.155  0.905  0.001
H  -2.568  -1.459  -1.747  0.001
H  0.284  0.330  -3.916  -0.001
H  3.925  1.147  -3.196  0.000
H  1.321  3.829  0.913  0.003
H  2.649  -1.773  4.684  0.000
H  -3.043  2.756  -2.725  0.000
H  0.296  -4.247  -0.570  0.000
H  2.215  -1.421  -4.525  0.000
H  -0.773  -1.502  -4.453  0.000
H  0.605  -3.024  5.421  0.000
H  2.424  -0.031  2.940  -0.002
H  -1.594  -2.374  4.463  -0.001
H  -1.982  6.538  1.365  0.000
H  0.359  -2.863  -4.462  0.000

Properties
HOMO level (spin up / spin down) in Ha: -0.50851 / -0.49395
DFT total energy in eV: -63006.038
Maximum force in eV/A: 0.45
Relative energy (zero: lowest compared OMol25 entry of this formula, charge and spin) in kJ/mol: 0.00
2S+1: 2
Orbital gap (spin up / spin down) in hartree: 0.271 / 0.246
<S²>: 0.758
Net charge: +2